# 1
The following is a DFT calculation (wB97M-V/def2-TZVPD) of a structure of composition C43H57BGe2IN6O2S3Ti.

Summary:
* lowest unoccupied orbital energy (spin up / spin down): 0.015 / -0.012 hartree
* ΔE to the lowest compared entry with this formula, charge and spin: 0.0 kJ/mol
* gap between HOMO and LUMO (spin up / spin down): 0.221 / 0.251 Eh

```
! wB97M-V def2-TZVPD RIJCOSX def2/J DEFGRID3
* xyz 0 4
H 0.38528 -5.31814 -2.28056
C -0.78398 2.24306 -1.80461
C -2.69931 -1.03481 0.15149
C 1.88376 -0.59558 4.25902
N -1.52530 3.25793 -2.32927
H -0.66466 2.22619 -4.68165
I -7.69518 7.40157 1.23363
H -0.94438 -1.74187 -4.08038
C -4.48255 3.82079 0.67640
H 1.48618 -5.63012 1.90691
C -1.57116 -2.54715 -3.69576
C 2.91761 1.29740 5.47597
H 1.13775 -0.94240 3.54631
Ti -1.71417 1.10594 0.04769
H -2.77696 1.11938 -3.64655
H 1.50282 -4.04520 -1.77791
H 2.92473 2.36697 5.69177
C 3.99757 -2.15057 -2.27065
H -7.23618 5.13014 -0.80115
H 3.60580 1.50378 -4.25741
H -1.99230 5.25229 -1.62128
H -1.75809 3.16194 -5.71230
C -0.59107 -3.64159 3.68089
C -6.31662 5.85859 0.99670
H -6.50691 -0.20285 0.45365
H 0.49852 -5.42780 4.17451
N 1.74648 2.28025 1.14656
H 2.87228 -0.85059 3.87337
C 2.62654 -1.47704 -4.26524
H -3.62298 4.50139 -4.68303
C -5.29734 5.70553 1.92653
H -3.57334 4.53449 2.46957
H 5.45210 -1.55980 -4.31172
C -3.25784 -0.58648 1.35850
C -5.45002 -0.42233 0.36855
H -3.31237 -3.98354 -1.27065
H 2.96838 -2.37394 -4.78483
C -3.47510 2.73694 0.48743
H 5.66096 -0.15333 -3.26174
H 0.38555 2.40171 5.19366
C 3.07326 2.42419 2.90801
H 1.73098 -1.12495 5.20150
C 0.63016 -4.25995 -2.38979
H 1.83918 3.68429 -0.52431
N -0.16255 2.70754 -0.64152
H 0.90005 -4.08391 -3.43069
H -5.22167 6.37979 2.76839
C 1.79295 0.90741 4.51541
H 3.85409 2.64451 3.60622
C -3.56499 -1.09207 -0.96276
H -0.55683 3.99735 -4.71500
H -1.02369 -3.53397 4.66842
H -1.54459 -1.89206 2.96246
H -2.66126 -0.52054 2.25802
H -2.39642 5.41757 -3.81567
Ge -0.72986 -1.57801 -0.09544
C -4.37899 4.67974 1.76219
C -4.62583 -0.29849 1.46273
N 2.13060 1.70247 -1.36264
C -0.63694 4.01707 -0.45107
C 0.81008 -4.81647 2.13932
H -3.15900 -1.35351 -1.93068
C 0.49653 -3.88251 1.15977
H 0.42725 0.92762 6.17042
H 4.70402 -1.81979 -1.50887
O -2.56312 2.54618 1.33844
O -3.52136 2.01774 -0.55670
H 2.74918 0.77042 6.41429
H 4.45882 -2.95229 -2.85084
H 3.89591 0.99706 5.10046
H 1.68731 -1.70108 -3.76077
C -6.43262 5.00061 -0.08918
H -2.60492 -2.20407 -3.70087
C 2.91699 2.82685 1.63689
H 0.95350 -3.99182 0.18601
C 0.26180 -4.70174 3.40692
H 3.53768 3.45241 1.02171
H 2.44104 -0.69497 -5.00451
C 3.66964 -1.02538 -3.24703
H -3.75520 4.67794 -2.93418
C -5.50847 3.97975 -0.24718
C 3.15277 1.40246 -3.28995
H -0.38669 0.92651 4.59624
H -5.57497 3.29498 -1.08255
C -4.91100 -0.82046 -0.85742
S 2.02948 -0.76472 -0.23396
C 0.46412 1.31391 5.15089
H 2.37669 3.36826 -2.69292
H -5.02800 0.01477 2.41831
H -5.54459 -0.89637 -1.73249
C 2.54776 2.31976 -2.52423
S -0.23486 0.61287 2.04415
C -0.36667 -2.81439 1.40786
C -3.26995 2.08701 -3.68727
N 1.97895 1.63558 3.22487
C 4.97694 -0.64754 -3.95285
H -3.81108 2.16363 -4.63197
C -2.26813 3.24039 -3.62363
C 2.45711 0.38303 -1.41751
Ge -0.96979 -3.19208 -1.93680
C -0.89151 -2.70992 2.69750
H 3.12176 -2.53499 -1.76391
H 4.82641 -0.00224 -4.81855
C 1.17713 1.55881 2.13053
C -3.05042 4.54633 -3.75734
S -0.57079 0.66590 -2.39109
N 3.12666 0.20095 -2.59844
B 1.39613 2.57595 -0.32955
C -1.24197 3.14803 -4.75110
H -2.09365 -4.77827 -0.26629
H -2.36158 -5.32624 -1.93246
H -1.49650 -3.39446 -4.38193
H -3.97711 2.14839 -2.86141
H -0.32997 4.59102 0.40441
C -1.44224 4.34511 -1.46620
C -2.32731 -4.45102 -1.27996
*
```



# 2
The following is a DFT calculation (wB97M-V/def2-TZVPD) of a cluster of 2 separate species, C15H24ClNO8PS in total.

Summary:
* lowest unoccupied orbital energy: 0.077 hartree
* gap between HOMO and LUMO: 0.302 Eh

```
! wB97M-V def2-TZVPD RIJCOSX def2/J DEFGRID3
* xyz -1 1
N 4.07261 -0.62422 1.49665
H 1.54010 -0.48476 -4.06115
Cl -6.21198 -3.10952 -2.66149
O -7.03353 -4.29239 -2.60264
H 3.83460 0.42347 -0.26659
H 5.05674 -0.41696 1.55964
H -6.07290 1.04235 -0.42562
C 1.07259 0.48760 -1.66154
H 4.25078 2.06208 4.35885
C 3.22622 0.30252 3.70751
H -5.68896 0.40847 1.16106
C 2.19670 -0.84983 -3.26846
H -3.09873 2.61085 0.37392
C -3.75115 -0.53355 -0.64551
C -1.65297 1.30718 -0.53976
H -4.54310 -1.26673 -0.72823
C 3.38158 0.39921 0.72072
H -5.37819 2.10689 0.76652
O 2.25600 -0.15680 -2.11482
O 2.92250 -1.75571 -3.46458
P 0.86424 2.07916 -2.69988
H 0.15433 -1.35792 -1.20383
C 4.49840 1.02580 4.13949
H 2.53777 1.00982 3.25898
H 4.28000 -1.48262 3.35042
H 1.76922 -0.97232 0.28324
C -2.49208 -0.85311 -1.13171
H -0.12027 1.82396 -3.66782
C 1.91832 0.07176 0.53927
C -1.42361 0.05362 -1.09662
S 2.53071 2.66607 -3.54605
H 5.26904 1.03956 3.37266
H 1.39174 0.24105 1.47673
C -0.12795 -0.43717 -1.71377
C 3.52493 -0.89790 2.81958
H 4.86095 0.60636 5.07022
O 2.53288 -0.16202 4.87996
H 3.50708 1.40629 1.13080
C -3.98431 0.73595 -0.10590
O -5.87197 -2.69275 -1.31067
H 0.41525 3.08285 -1.83898
O -6.92966 -2.04212 -3.31692
H 2.91663 -1.01052 5.12210
H -0.34835 -0.71244 -2.74283
H -2.34484 -1.83565 -1.56158
C -2.92049 1.63193 -0.04980
H -0.86374 2.03306 -0.46142
C -5.35183 1.08861 0.38591
H 2.65302 -1.54363 2.73576
O 1.33921 0.98502 -0.39483
O -4.99131 -3.39212 -3.38226
*
```



# 3
The following is a DFT calculation (wB97M-V/def2-TZVPD) of a structure of composition C19H42CeNO3P3.

Summary:
* lowest unoccupied orbital energy (spin up / spin down): -0.365 / -0.364 hartree
* ΔE to the lowest compared entry with this formula, charge and spin: 137.5 kJ/mol
* gap between HOMO and LUMO (spin up / spin down): 0.249 / 0.249 Eh

```
! wB97M-V def2-TZVPD RIJCOSX def2/J DEFGRID3
* xyz 3 2
C 1.30643 4.35585 -0.29342
O -0.47356 0.26769 2.74218
H 1.00800 0.06884 -0.95749
H 1.25878 -2.92643 -3.29247
O -0.68781 -1.91144 2.22174
H 2.33207 3.95402 -0.28198
H -0.39182 4.97835 0.82139
H -0.35938 -4.58287 -1.63574
P 0.86918 -2.61738 -0.92290
C 0.14134 1.35217 -2.62744
C -0.66774 -0.97335 3.11795
H -1.83980 -1.63154 4.78980
H 2.72830 -3.67285 0.25727
C 3.96323 -0.26517 -0.10448
H -5.29762 -0.85587 0.34212
H 4.06496 -1.19854 2.51185
P 2.48047 -0.20160 0.95812
H 2.46199 -1.82351 -2.57308
C 0.87049 0.64078 -3.57070
H 2.27188 2.24380 1.18628
C 0.60430 4.55429 0.83884
C -0.85032 2.27398 -2.91536
C -3.54997 1.91683 0.77269
H -2.06323 3.07430 -4.48633
Ce -0.28196 -0.34222 0.34525
H 2.44098 -1.08827 3.24678
H -1.30778 2.82309 -2.07605
C 2.99012 -1.32386 2.32507
H -1.39229 -3.52073 -0.62802
H 4.86371 -0.18978 0.51747
C 2.69611 1.42312 1.78092
H -3.89053 1.79388 1.80982
C -4.36554 -0.78351 0.91775
H 3.98903 -1.20748 -0.67153
H 2.20700 1.42260 2.76537
H -2.64907 2.55112 0.77298
H -3.16651 0.92872 -2.28817
H 2.60771 -3.58863 -2.32367
H 0.21362 0.16449 5.69739
C 0.45235 0.77128 -4.89846
H -4.11796 -0.55374 -2.01517
H -1.39431 0.26011 5.97573
N -0.68118 0.09751 5.23990
H 1.70220 0.00222 -3.28786
C 1.65560 -3.86938 0.15802
C -0.85760 -1.23120 4.56895
C -0.60073 1.62122 -5.21951
H -1.06517 -3.08440 -2.33044
C 1.89533 -2.75347 -2.42384
H -4.57657 -0.36697 1.91336
H -4.80257 1.04840 -1.56335
C -3.88587 0.44422 -1.61422
H 0.87792 4.58044 -1.26425
H -4.33342 2.40534 0.18120
H 1.01986 4.30287 1.83340
H 1.50334 -4.85957 -0.29029
H 2.78858 -2.37110 2.06399
H -3.93517 -1.78507 1.03949
O 0.17786 1.00343 -1.29070
C -1.24988 2.38514 -4.24222
H 1.19109 -3.85042 1.15497
H -0.74811 0.81242 4.47047
H 3.94342 0.57595 -0.81541
H 3.77129 1.60390 1.92625
H -0.93881 1.71569 -6.26132
C -0.63681 -3.54072 -1.42657
H -0.08968 -1.92899 4.96128
P -3.15270 0.27579 0.05464
H 0.95292 0.20621 -5.68824
*
```



# 4
The following is a DFT calculation (wB97M-V/def2-TZVPD) of the ion C2H6N3O with charge +1.

Summary:
* lowest unoccupied orbital energy: -0.150 hartree
* SMILES: [NH3+][C@@H]1CN=NO1
* ΔE to the lowest compared entry with this formula, charge and spin: 413.3 kJ/mol
* gap between HOMO and LUMO: 0.423 Eh

```
! wB97M-V def2-TZVPD RIJCOSX def2/J DEFGRID3
* xyz 1 1
N 2.14157 0.91717 -0.27994
H -0.06977 -1.50013 -1.19167
O 1.71666 -1.24160 0.08941
N -0.46497 -0.78645 -0.56331
H -1.31908 -1.28738 -0.21519
N 2.60502 -0.14321 -0.45985
C 0.64541 -0.51127 0.52608
H 1.31132 1.28730 1.55250
H -0.70331 0.11338 -1.11781
C 1.03541 0.91805 0.54034
H 0.43573 1.87063 0.35146
H 0.12656 -1.04606 1.39883
*
```



# 5
The following is a DFT calculation (wB97M-V/def2-TZVPD) of a structure of composition C49H59N7O2P2SSi2Zr.

Summary:
* lowest unoccupied orbital energy: -0.189 hartree
* ΔE to the lowest compared entry with this formula, charge and spin: 34.3 kJ/mol
* gap between HOMO and LUMO: 0.272 Eh

```
! wB97M-V def2-TZVPD RIJCOSX def2/J DEFGRID3
* xyz 2 1
H 0.89666 -3.76394 7.77698
C 0.68041 -2.10026 6.44405
H -4.49302 0.32046 -2.93011
C 1.19330 -3.33106 6.83206
H 4.82555 -0.40246 -3.51252
C 6.69311 1.94046 -0.35958
H 2.37150 0.50072 4.07642
C 2.08558 -4.00412 6.01356
C 0.46066 -1.77395 -3.41246
C -0.10045 -3.77767 0.08616
H 3.16650 -3.99230 4.17468
O 1.61984 1.07321 1.10139
S -1.23940 1.73701 1.57565
C -2.67100 -1.14515 0.11009
C 3.46624 -3.61055 1.43969
H -5.63673 -1.38834 -1.50316
C 1.06533 -1.54299 5.23883
H 0.89717 3.58373 1.56474
H -1.92547 -5.00795 -4.08520
N 1.80955 -0.45949 -1.11598
C 2.50860 2.98352 2.84648
H 0.42184 -3.76873 3.00441
C 3.98047 -0.42457 -2.83924
C -1.50655 2.69044 0.14048
H 4.01584 0.13440 3.61336
H 4.24629 3.80259 1.04454
H -0.01756 -1.57628 7.08150
C 3.76850 -2.47458 2.18775
C 6.23367 0.67260 -0.03228
C 4.47425 -4.46928 1.02830
H 0.39266 3.58027 -2.65502
C 5.04807 0.52772 0.66646
H -2.58486 4.27999 -0.53442
H 4.22946 -5.35292 0.45520
C 3.31393 3.32088 3.93632
H 6.32900 4.04844 -0.23526
H -4.12450 -1.85741 4.62528
C -3.96549 -1.60079 -0.19335
H 0.48312 -2.89836 -0.20354
H 1.99488 6.34716 4.64385
C -0.66408 -3.80559 3.05475
H -2.41182 -5.52765 1.02309
H 4.35477 -2.41093 -2.08175
C 3.11979 0.66021 -2.76609
C 6.09972 -3.08280 2.13164
H -3.96152 0.88009 1.51401
P 2.40268 -1.49558 2.82264
H 6.57804 -4.87093 1.05437
Zr -0.07414 -0.27148 0.35564
C 2.14016 5.40384 4.13756
O 1.23295 -1.42609 1.85338
N -0.86019 2.59961 -0.99601
H 0.57976 5.75623 2.71402
H -2.95115 3.78672 1.09062
H -4.45167 -2.72951 3.14858
C 3.72903 -1.53123 -2.05035
Si -2.75677 -0.91169 2.84054
H -1.38784 -0.78847 4.91331
H 7.12366 -2.88197 2.41033
H -2.25167 -2.56280 -1.94534
H 2.39651 -2.34727 -0.57970
H 3.28282 1.52804 -3.38453
H 2.48435 -4.96155 6.31714
H 4.09503 2.65316 4.27716
N -2.46453 3.63231 0.22610
C 2.02632 0.60979 -1.90759
C 5.96848 3.06201 0.01534
C -3.65005 -2.30051 3.74655
H 5.35614 -1.37374 3.15792
C -4.63025 -1.06827 -1.27401
H 7.62239 2.05549 -0.89746
Si -1.40949 -3.34534 1.39157
H -0.94471 -4.82992 3.29862
H -3.01796 -3.11052 4.09862
H -4.43323 -2.33129 0.44792
H 6.80127 -0.20142 -0.31744
H 1.38433 -1.23513 -3.51839
C 2.99449 0.17495 3.23896
H -0.52225 -4.18542 -0.83113
C 1.96622 -2.21434 4.40581
H -0.55317 0.01045 3.57634
H -5.07868 -0.26828 2.25330
C 1.52439 3.86014 2.40317
C 2.63499 -1.49751 -1.19891
C 4.32310 1.64944 1.06350
C -2.72378 0.27874 -1.74674
C 2.47236 -3.45253 4.80146
C 1.34429 5.07280 3.05312
H -3.28667 -4.36040 0.05094
C -0.09292 -2.63209 -4.31213
N -0.36532 -1.63256 -2.32084
C 1.21816 2.88519 -2.76337
H 1.28496 2.56313 -3.80312
H 3.74591 4.79378 5.42486
H 2.14988 3.39854 -2.51721
N -2.09515 -0.21840 -0.66885
P 2.78581 1.45827 1.96548
H -2.24750 -3.86602 -5.40885
C -2.21928 -3.98846 -4.32884
H -2.17860 1.00537 -2.33169
C -2.82796 -4.51798 1.02575
C 4.79149 2.92147 0.73396
C 5.09249 -2.22747 2.54939
H -0.96660 -3.17497 3.88629
H 2.43793 -3.82717 1.19033
H -3.60959 -4.49282 1.77923
C 5.79144 -4.20112 1.36960
H 4.69730 -0.46794 0.90978
H -4.30290 0.95867 3.23521
N 0.06601 1.58552 -1.02227
C 1.03422 1.70764 -1.86331
N -1.28038 -3.03563 -3.76474
C -4.14818 0.27669 2.39908
C -3.99993 -0.11144 -2.07360
H -3.20977 -3.78851 -3.92684
H 0.58003 -4.52396 0.49420
H 0.63832 -0.59075 4.94413
C -1.52927 -0.14363 4.04745
C -1.39359 -2.41649 -2.57772
C 3.12623 4.52958 4.58089
H -1.87956 0.82444 4.40003
H 0.23545 -2.97096 -5.27571
C -1.81314 -1.50271 1.27234
*
```



| no. | F_max (eV/Å) |
| --- | --- |
| 1 | 1.292 |
| 2 | 1.596 |
| 3 | 5.158 |
| 4 | 4.625 |
| 5 | 1.065 |